ORCA calculation (ωB97M-V/def2-TZVPD) on a 15-piece molecular cluster, C72H168N6O21 overall.

The geometry in ORCA input format:
```
! wB97M-V def2-TZVPD RIJCOSX def2/J DEFGRID3
* xyz 0 1
C 6.099 -2.266 -1.128
C 5.302 -1.365 -2.082
O 4.734 -0.296 -1.312
O 5.319 -2.603 -0.044
H 6.999 -1.739 -0.814
H 6.355 -3.138 -1.706
H 4.383 -1.797 -2.484
H 5.989 -1.077 -2.926
H 3.929 -0.539 -0.810
H 5.323 -3.565 0.017
C 7.901 2.218 1.627
C 7.263 1.962 0.298
O 6.837 0.615 0.188
O 7.094 2.136 2.761
H 8.251 3.257 1.625
H 8.752 1.542 1.746
H 8.008 2.291 -0.456
H 6.421 2.622 0.280
H 6.094 0.529 -0.400
H 7.150 1.280 3.167
C 3.838 3.166 3.470
C 4.783 3.741 4.631
O 4.940 2.784 5.619
O 3.267 1.935 3.874
H 4.498 2.903 2.660
H 3.105 3.862 3.153
H 4.332 4.679 5.024
H 5.766 3.902 4.302
H 4.242 2.856 6.328
H 3.921 1.219 3.588
C 5.605 -1.220 3.066
C 5.636 -0.873 4.532
O 6.508 0.226 4.701
O 4.981 -0.107 2.417
H 5.110 -2.205 2.952
H 6.646 -1.262 2.673
H 6.052 -1.664 5.124
H 4.600 -0.609 4.876
H 6.072 0.968 5.105
H 5.587 0.324 1.733
C 1.525 3.333 7.045
C 1.221 3.555 5.552
O 0.871 2.318 4.923
O 2.765 2.677 7.289
H 0.669 2.837 7.522
H 1.636 4.349 7.488
H 2.060 4.094 5.098
H 0.379 4.237 5.424
H 1.734 2.038 4.567
H 2.574 1.740 7.219
C 1.245 -5.721 0.950
C 2.207 -4.650 1.335
O 1.629 -3.518 1.924
O 0.272 -5.297 0.015
H 0.715 -6.170 1.797
H 1.821 -6.481 0.460
H 2.740 -4.266 0.466
H 2.884 -5.168 2.045
H 1.452 -2.755 1.325
H -0.240 -4.601 0.445
C 5.092 3.204 -4.471
C 4.562 1.811 -4.591
O 3.467 1.651 -3.709
H 4.279 3.878 -4.615
H 5.804 3.459 -5.269
H 5.413 3.410 -3.460
H 5.346 1.065 -4.466
H 4.136 1.565 -5.578
H 3.929 1.131 -2.998
C -3.853 -3.846 1.645
C -2.715 -3.427 2.573
O -1.464 -3.953 2.165
H -3.463 -3.762 0.611
H -4.700 -3.234 1.849
H -4.283 -4.825 1.904
H -3.004 -3.837 3.592
H -2.651 -2.307 2.609
H -0.679 -3.648 2.644
C -3.478 -0.036 4.388
C -2.173 0.405 5.075
O -1.818 1.711 4.539
H -3.682 -1.074 4.587
H -3.269 0.121 3.299
H -4.307 0.635 4.637
H -1.370 -0.376 4.840
H -2.337 0.450 6.157
H -0.954 1.996 4.915
C 1.438 -5.514 -6.078
C 1.354 -4.152 -5.494
C 0.795 -3.182 -6.565
C -0.650 -3.321 -6.926
C -1.573 -3.370 -5.716
C -1.107 -4.221 -4.531
N 0.405 -4.097 -4.301
O 0.860 -5.108 -3.399
C -1.790 -3.694 -3.297
C -1.635 -5.678 -4.844
C 2.701 -3.740 -5.101
H 2.038 -6.218 -5.429
H 2.004 -5.336 -6.973
H 0.505 -5.887 -6.440
H 0.973 -2.242 -6.011
H 1.466 -3.123 -7.426
H -0.780 -4.246 -7.519
H -0.898 -2.450 -7.646
H -2.529 -3.608 -6.085
H -1.709 -2.348 -5.385
H -2.957 -3.656 -3.343
H -1.541 -4.331 -2.493
H -1.523 -2.682 -3.010
H -1.680 -5.887 -5.867
H -1.013 -6.483 -4.370
H -2.677 -5.723 -4.513
H 3.169 -4.246 -4.247
H 2.660 -2.672 -4.791
H 3.370 -3.872 -5.897
H 0.522 -4.740 -2.576
C -5.202 1.219 -7.727
C -3.716 1.495 -7.461
C -3.514 3.009 -7.434
C -2.124 3.362 -6.844
C -1.943 2.766 -5.419
C -2.042 1.187 -5.516
N -3.332 0.884 -6.154
O -3.337 -0.519 -6.331
C -0.879 0.567 -6.229
C -2.060 0.724 -4.087
C -2.881 0.956 -8.652
H -5.365 0.133 -7.920
H -5.455 1.726 -8.700
H -5.846 1.481 -6.899
H -3.629 3.463 -8.423
H -4.343 3.396 -6.788
H -2.136 4.444 -6.621
H -1.211 3.227 -7.430
H -2.640 3.196 -4.705
H -0.876 2.981 -5.046
H -1.020 -0.437 -6.564
H -0.374 0.968 -7.078
H -0.111 0.450 -5.483
H -1.324 1.336 -3.503
H -3.085 0.804 -3.721
H -1.658 -0.323 -4.127
H -3.320 1.461 -9.537
H -3.010 -0.094 -8.827
H -1.831 1.167 -8.498
H -4.026 -0.736 -5.706
C 1.242 1.410 1.144
C 0.827 -0.020 1.468
C -0.686 -0.308 1.470
C -1.272 -0.280 0.080
C -0.594 -1.333 -0.808
C 0.888 -1.237 -0.848
N 1.418 -1.042 0.579
O 2.868 -0.848 0.515
C 1.474 -2.447 -1.471
C 1.204 -0.048 -1.752
C 1.323 -0.305 2.910
H 2.267 1.616 1.328
H 0.737 2.070 1.854
H 1.026 1.766 0.141
H -0.895 -1.344 1.889
H -1.199 0.399 2.107
H -0.965 0.748 -0.310
H -2.333 -0.540 0.104
H -0.988 -1.393 -1.779
H -0.866 -2.288 -0.223
H 2.563 -2.429 -1.454
H 1.144 -3.371 -0.936
H 1.040 -2.521 -2.448
H 0.646 0.858 -1.461
H 2.291 0.226 -1.704
H 0.827 -0.191 -2.772
H 1.203 -1.392 3.021
H 0.781 0.456 3.555
H 2.375 -0.156 2.998
H 3.193 -1.656 1.049
C -4.997 -0.223 0.468
C -6.074 0.772 0.150
C -5.437 2.105 -0.182
C -4.828 2.003 -1.601
C -5.893 1.533 -2.577
C -6.345 0.104 -2.257
N -6.966 0.245 -0.889
O -7.498 -0.991 -0.424
C -7.513 -0.307 -3.179
C -5.207 -0.909 -2.559
C -6.955 0.948 1.447
H -4.218 -0.459 -0.286
H -5.428 -1.229 0.645
H -4.410 0.039 1.361
H -6.174 2.916 -0.159
H -4.783 2.335 0.670
H -3.877 1.485 -1.640
H -4.508 3.035 -1.881
H -5.454 1.472 -3.550
H -6.760 2.143 -2.702
H -8.332 0.334 -2.826
H -7.237 -0.321 -4.257
H -7.838 -1.293 -3.025
H -4.248 -0.484 -2.221
H -5.316 -1.901 -2.223
H -5.114 -0.922 -3.637
H -7.159 -0.013 1.903
H -7.851 1.518 1.232
H -6.378 1.598 2.140
H -8.418 -0.759 -0.461
C -2.723 8.063 -0.763
C -2.576 6.562 -0.865
C -1.948 6.226 -2.244
C -1.373 4.836 -2.300
C -0.349 4.618 -1.218
C -0.917 4.900 0.192
N -1.552 6.249 0.144
O -1.982 6.648 1.403
C -1.858 3.748 0.673
C 0.389 4.956 1.058
C -3.979 5.887 -0.725
H -3.388 8.438 0.024
H -3.377 8.404 -1.542
H -1.698 8.613 -0.806
H -2.619 6.240 -3.062
H -1.157 6.953 -2.407
H -0.891 4.712 -3.270
H -2.142 4.114 -2.148
H 0.408 5.366 -1.359
H 0.173 3.690 -1.286
H -1.290 2.869 1.007
H -2.467 3.997 1.567
H -2.507 3.325 -0.061
H 0.143 5.353 2.114
H 0.839 3.966 1.136
H 1.128 5.637 0.581
H -4.614 6.335 -1.548
H -4.434 6.187 0.269
H -4.008 4.828 -0.830
H -2.559 5.950 1.618
C 2.135 -0.844 6.643
C 1.457 -1.628 7.797
C -0.099 -1.838 7.648
C -0.432 -2.898 6.666
C 0.317 -4.241 6.907
C 1.803 -4.058 7.074
N 1.927 -3.009 8.100
O 3.366 -2.804 8.340
C 2.344 -5.413 7.590
C 2.500 -3.753 5.704
C 1.753 -0.856 9.128
H 3.210 -0.793 6.880
H 1.726 0.214 6.640
H 1.974 -1.256 5.680
H -0.418 -2.173 8.637
H -0.544 -0.860 7.328
H -0.304 -2.445 5.643
H -1.591 -3.068 6.704
H 0.131 -4.907 6.070
H -0.059 -4.682 7.826
H 1.939 -6.083 6.822
H 3.412 -5.443 7.708
H 1.954 -5.590 8.549
H 2.622 -4.626 5.084
H 1.869 -3.119 5.123
H 3.467 -3.234 5.822
H 1.401 -1.460 9.999
H 1.279 0.156 9.129
H 2.832 -0.609 9.167
H 3.445 -3.397 9.076
*
```

Properties
HOMO   -8.3 eV
LUMO energy   0.356 eV
Gap between HOMO and LUMO   8.64 eV
Relative energy (zero: lowest compared OMol25 entry of this formula, charge and spin)   48.33 kJ/mol
Largest force on an atom   4.257 eV Å⁻¹
E_tot   -4752.22712 Ha